Computed, not measured: 14 unconnected molecules or ions with the total composition C40H105N21O16 at a distorted geometry, with ωB97M-V with the def2-TZVPD basis set.

Geometry as XYZ:
```
182
Properties=species:S:1:pos:R:3:forces:R:3:lowdin_charge:R:1
C -0.72028 -0.76882 1.96542 -0.32 1.63 1.30 -0.02
C 0.67208 -0.58070 1.33940 -0.33 -1.43 1.49 -0.48
C 0.62990 -1.27590 -0.01028 1.13 -0.48 -0.61 -0.15
C 0.14918 -0.44634 -1.17974 0.39 0.28 0.50 -0.15
C 0.95579 0.85229 -1.23486 -0.35 -0.69 0.20 -0.11
C 1.05972 1.63852 0.13311 0.15 0.91 -2.13 -0.44
N 1.15594 0.78237 1.31274 0.74 -0.05 -2.47 -0.11
O 1.18991 1.48451 2.51689 -0.52 0.12 0.48 0.00
C 2.38974 2.43110 -0.03804 0.45 -1.33 1.83 -0.03
C -0.12344 2.61932 0.14034 -0.29 0.31 0.64 -0.02
C 1.74248 -1.35089 2.16101 -0.90 0.06 0.61 -0.06
H -1.24586 0.19389 1.95563 -0.23 -0.07 -0.48 0.08
H -0.67519 -0.90970 3.04953 0.23 -0.43 -0.06 0.06
H -1.38087 -1.52305 1.55040 0.33 -0.11 -0.26 0.05
H 1.62613 -1.68613 -0.21041 0.25 0.63 -0.35 0.09
H 0.09154 -2.21837 0.11981 -0.50 0.23 0.03 0.12
H -0.91639 -0.23352 -1.06629 -0.08 -0.05 -0.25 0.10
H 0.38428 -0.98329 -2.09690 -0.61 -0.07 -0.10 0.09
H 0.51292 1.47094 -2.01939 -0.15 0.43 0.41 0.10
H 1.91900 0.61026 -1.69318 0.36 -0.09 0.68 0.12
H 3.18337 1.68279 0.08208 0.01 -0.14 -0.34 0.09
H 2.59134 2.91175 -0.99080 -0.55 0.39 0.06 0.07
H 2.55573 3.00935 0.87553 -0.05 0.87 -0.51 0.05
H -0.03338 3.43398 0.86434 0.18 -0.35 0.26 0.05
H -0.21513 3.15353 -0.80533 -0.07 -0.35 -0.15 0.06
H -1.04863 2.09858 0.39920 -0.10 0.00 -0.27 0.08
H 2.67222 -0.96615 1.74953 0.39 -0.50 0.42 0.08
H 1.65495 -2.44191 2.19456 0.02 -0.06 -0.94 0.08
H 1.59475 -1.19011 3.23572 0.30 0.89 -0.04 0.05
H 2.09701 1.81529 2.61289 0.08 -0.20 -0.04 0.08
C -3.98933 -0.24784 -2.61081 -0.94 0.60 -0.86 -0.04
C -4.69054 -1.50053 -2.02619 2.74 0.34 1.17 -0.44
C -3.39779 -2.33817 -1.74514 0.63 -0.51 -1.97 -0.17
C -3.55012 -3.51090 -0.88518 -0.47 -1.03 2.50 -0.19
C -4.06088 -2.97540 0.50305 0.61 0.00 -0.67 -0.12
C -5.36388 -2.19054 0.36577 -0.79 0.15 -0.65 -0.48
N -5.26177 -1.12683 -0.69908 1.32 -0.17 -0.01 -0.08
O -6.46415 -0.38230 -0.88336 0.51 -0.85 0.04 -0.01
C -6.37539 -3.26980 -0.02879 -1.14 -0.03 1.84 -0.03
C -5.69434 -1.49899 1.69397 0.14 0.49 0.34 -0.03
C -5.59596 -2.24860 -3.02458 -0.41 0.39 0.58 0.00
H -4.65442 0.60175 -2.78937 -0.24 -0.14 0.09 0.08
H -3.53032 -0.45910 -3.57852 -0.13 -0.24 -0.02 0.08
H -3.17516 0.12980 -1.99568 -0.22 -0.19 0.41 0.07
H -3.13324 -2.77884 -2.71768 0.02 0.45 -0.25 0.10
H -2.49914 -1.77391 -1.49260 -0.44 0.47 0.37 0.10
H -2.64996 -4.08415 -0.64545 0.42 0.43 -0.38 0.10
H -4.13004 -4.24468 -1.45343 -0.61 -0.06 0.71 0.10
H -3.23868 -2.36573 0.89337 -0.05 0.49 -0.46 0.08
H -4.15797 -3.69071 1.32335 -0.42 -0.48 -0.41 0.13
H -7.39421 -2.90492 -0.18861 0.25 0.31 -0.84 0.09
H -5.98554 -3.95913 -0.76414 -0.36 0.11 -0.31 0.06
H -6.58917 -3.84537 0.88139 0.43 -0.31 -0.04 0.09
H -6.68721 -1.05358 1.75773 -0.13 -0.28 -0.28 0.08
H -5.52682 -2.11948 2.57575 -0.35 -0.52 -0.28 0.08
H -5.01295 -0.67237 1.90846 0.11 0.09 -0.57 0.08
H -5.56604 -3.33503 -2.94715 0.23 0.01 0.20 0.08
H -5.39028 -1.98553 -4.06030 0.03 0.18 0.06 0.09
H -6.62906 -1.98232 -2.78955 -0.20 -0.14 -0.53 0.07
H -6.86471 -0.88647 -1.60262 -0.78 0.33 0.11 0.05
C 0.00161 -5.77814 -1.71174 0.68 -0.95 -0.76 -0.01
C -0.22405 -5.93999 -3.24734 -0.70 0.59 0.43 -0.48
C -1.66820 -5.44632 -3.55377 -0.55 -0.73 -0.75 -0.14
C -1.85364 -4.63146 -4.83112 0.79 -0.17 1.01 -0.16
C -0.87255 -3.49342 -4.66429 -0.75 0.53 -0.98 -0.15
C 0.60900 -3.91740 -4.66443 -0.42 1.58 -0.06 -0.50
N 0.78236 -5.18308 -3.99570 -1.09 -0.72 -0.99 -0.12
O 2.10207 -5.52261 -3.67176 0.05 0.23 0.09 0.01
C 1.12641 -3.89514 -6.13457 0.26 -1.44 0.69 -0.02
C 1.32151 -2.78754 -3.92686 1.37 0.50 0.60 -0.05
C -0.16416 -7.41654 -3.64711 0.72 -0.21 0.42 -0.04
H 0.55784 -4.85810 -1.53894 -0.37 0.18 0.24 0.07
H 0.64585 -6.60454 -1.40009 0.06 0.12 0.27 0.07
H -0.93364 -5.86149 -1.16287 0.04 0.22 0.11 0.07
H -2.27149 -6.34665 -3.70328 -0.07 -0.07 0.50 0.11
H -2.10080 -4.90303 -2.71245 0.20 0.11 -0.06 0.08
H -2.88524 -4.27926 -4.87247 0.02 0.04 -0.17 0.11
H -1.63937 -5.24404 -5.70931 -0.02 0.10 -0.09 0.12
H -1.15686 -2.90723 -3.78566 0.27 -0.32 0.35 0.11
H -1.05034 -2.77265 -5.47015 0.47 0.01 -0.13 0.12
H 1.03340 -2.91823 -6.60127 0.24 0.08 0.17 0.08
H 2.15730 -4.25304 -6.06555 0.25 0.55 -0.33 0.07
H 0.65508 -4.63832 -6.78366 -0.44 0.08 0.17 0.08
H 1.18458 -2.82567 -2.84291 -0.65 0.01 -0.06 0.07
H 2.41602 -2.77451 -3.95083 0.03 -0.48 -0.52 0.08
H 1.05380 -1.80158 -4.31299 -0.37 -0.05 0.07 0.09
H -0.50547 -7.59476 -4.66686 0.20 0.17 -0.11 0.09
H -0.74685 -8.07632 -3.00030 -0.22 0.31 0.16 0.09
H 0.87111 -7.73634 -3.50170 0.01 -0.18 -0.38 0.08
H 2.44136 -5.94309 -4.47111 0.07 -0.11 0.11 0.10
C -1.85284 2.37890 -4.45339 -0.16 -0.76 -0.64 -0.21
C -0.61905 1.92291 -5.20354 0.68 -1.03 -0.62 -0.24
O -0.42210 2.48528 -6.50103 -0.85 1.25 0.23 -0.06
O -2.94313 1.55550 -4.90897 -0.24 0.80 -0.39 -0.10
H -2.03734 3.44143 -4.62732 0.00 0.01 0.16 0.12
H -1.80329 2.11532 -3.39233 0.77 0.59 0.11 0.11
H -0.76758 0.86152 -5.42838 0.08 -0.25 0.81 0.11
H 0.28615 2.06905 -4.60778 -0.08 0.03 0.17 0.11
H 0.20509 1.97778 -7.01512 0.09 -0.26 0.25 0.08
H -3.73441 2.02997 -4.63295 -0.18 -0.28 -0.15 0.08
C 2.02112 6.15066 3.12888 -0.59 -0.23 0.50 -0.23
C 1.12469 4.92092 2.76219 0.77 3.25 0.17 -0.19
O -0.20152 5.29550 3.20218 0.40 -1.04 0.27 -0.11
O 1.61609 7.39145 2.53406 0.83 -0.83 -0.49 -0.07
H 3.07453 5.95348 2.92184 -0.09 -0.24 -0.08 0.10
H 1.92388 6.36272 4.20385 0.14 -0.64 0.20 0.12
H 1.61323 4.07540 3.24196 -0.58 -0.44 -0.16 0.09
H 1.06470 4.90707 1.67633 0.17 -0.60 0.05 0.09
H -0.05483 5.73160 4.04912 -0.33 0.11 0.04 0.09
H 2.47014 7.64019 2.15521 -0.52 0.76 -0.62 0.06
C -3.26309 -2.19558 4.82092 -0.34 -1.91 0.08 -0.68
O -3.29783 -3.43362 4.91789 0.39 0.88 0.12 -0.03
N -3.18687 -1.57081 3.62467 0.09 0.55 0.35 0.16
N -3.32453 -1.32627 5.84878 -0.09 0.75 0.52 0.16
H -3.29229 -0.56994 3.65947 0.13 0.06 -0.66 0.08
H -3.11535 -2.10039 2.78204 -0.16 0.01 0.00 0.06
H -3.42274 -0.33642 5.62394 0.22 -0.21 0.34 0.05
H -3.34729 -1.60355 6.81127 -0.10 -0.43 -0.17 0.11
C -2.01843 1.77551 4.66937 0.24 1.79 1.61 -0.63
O -3.11769 1.26585 4.90230 0.27 0.19 -0.66 -0.01
N -1.89544 3.01786 4.09083 -0.36 -0.06 -0.78 0.16
N -0.86525 1.34382 5.25191 -0.79 -1.03 -0.26 0.19
H -2.61604 3.69024 4.29062 -0.29 -0.30 -0.26 0.10
H -1.00746 3.44100 3.87188 0.07 -0.16 0.15 0.05
H 0.02659 1.61884 4.87776 0.07 -0.22 0.02 0.09
H -0.99016 0.44889 5.70847 0.74 -0.14 -0.17 0.08
C 0.13615 5.69395 -3.05907 0.11 1.85 -0.66 -0.69
O 0.64708 5.60554 -4.17184 -0.33 -0.59 0.37 0.01
N -1.02182 6.38015 -2.85017 -0.10 -0.43 -0.42 0.18
N 0.77622 5.29990 -1.93368 0.65 -0.99 0.52 0.16
H -1.38693 6.80572 -3.68295 -0.29 0.05 0.19 0.11
H -1.49064 6.46967 -1.96441 0.02 0.15 -0.10 0.06
H 0.57069 5.66455 -1.01962 -0.20 0.07 -0.07 0.08
H 1.71022 4.98783 -2.12670 0.06 -0.04 0.13 0.08
C 5.30320 -1.91143 3.04215 -2.20 1.47 -0.93 -0.66
O 5.38519 -0.79074 2.52451 0.95 -0.64 0.56 0.00
N 4.21625 -2.22797 3.77953 0.31 -0.54 0.53 0.18
N 6.08086 -2.96585 2.69752 1.03 -0.29 0.33 0.15
H 4.18254 -3.12667 4.22044 -0.27 0.05 0.18 0.09
H 3.46280 -1.57400 3.90889 0.06 0.01 -0.07 0.08
H 7.07288 -2.79000 2.65365 -0.08 -0.21 -0.29 0.12
H 5.77119 -3.88880 2.94060 0.31 -0.11 0.21 0.11
C 5.20651 3.24733 2.86103 -2.09 -0.90 -1.74 -0.66
O 3.98036 3.36864 3.02514 0.94 0.49 1.06 0.00
N 5.68915 2.04704 2.45967 0.34 -0.43 0.48 0.16
N 6.09173 4.26098 2.80916 0.69 1.16 0.45 0.16
H 5.11739 1.24125 2.65737 0.08 -0.13 -0.41 0.06
H 6.44745 1.95271 1.81069 0.16 -0.06 0.21 0.10
H 5.86755 5.12122 3.28316 -0.29 -0.03 -0.20 0.11
H 7.07412 4.04837 2.81776 -0.02 -0.18 0.11 0.10
C -2.57829 6.85674 0.24268 2.17 -1.73 -0.84 -0.67
O -2.78156 7.76193 -0.54351 -0.64 0.13 0.36 0.03
N -1.31404 6.58004 0.75589 -0.51 0.29 0.06 0.15
N -3.38587 5.76312 0.43164 -1.40 0.95 -0.46 0.15
H -0.57564 7.25472 0.63483 -0.21 0.25 0.45 0.10
H -1.29808 5.97923 1.56649 0.58 0.21 0.11 0.06
H -3.21581 4.99449 1.04862 0.25 0.00 0.06 0.09
H -4.23546 5.77640 -0.10832 -0.09 -0.11 0.30 0.10
C 4.50700 -2.56722 -0.76524 0.28 0.96 -1.03 -0.66
O 4.21519 -2.11314 -1.86279 -0.36 -0.89 0.27 0.03
N 5.76358 -2.40964 -0.22708 0.11 -0.35 0.50 0.14
N 3.66814 -3.21430 0.09205 -0.28 -0.07 -0.06 0.17
H 6.46932 -2.02133 -0.82592 -0.27 0.46 -0.01 0.10
H 5.71305 -2.09826 0.73262 0.68 0.08 -0.21 0.03
H 4.03090 -3.48233 0.98543 -0.03 -0.31 0.00 0.07
H 2.82585 -3.64752 -0.23989 -0.06 0.21 -0.07 0.10
C 1.49917 -2.05575 6.25262 0.38 1.06 1.12 -0.70
O 0.69166 -1.17094 6.53225 0.34 -0.47 -0.40 0.02
N 2.74143 -2.05480 6.83379 -1.30 0.78 -0.07 0.15
N 1.27821 -3.01276 5.35010 -1.25 -1.15 -1.52 0.17
H 2.71774 -1.27705 7.47535 1.15 -0.37 0.36 0.11
H 3.43610 -2.75811 6.69201 0.23 0.16 0.34 0.08
H 1.71070 -3.91992 5.37541 0.19 0.10 0.26 0.11
H 0.31406 -3.03870 5.04113 0.07 -0.06 -0.06 0.12
C 4.72275 6.56799 -0.08737 -0.75 -1.14 -0.63 -0.67
O 3.90349 7.42193 0.22269 0.39 -0.12 0.20 0.03
N 6.06379 6.73672 -0.06837 0.46 1.41 0.56 0.15
N 4.36228 5.30885 -0.51397 -0.10 0.79 0.51 0.17
H 6.73912 6.05800 -0.35213 -0.04 -0.11 -0.14 0.09
H 6.34602 7.69443 0.06980 0.26 -0.22 0.03 0.11
H 3.38669 5.18010 -0.69467 -0.03 -0.33 -0.02 0.06
H 5.06238 4.69201 -0.87229 -0.23 -0.29 -0.21 0.09
```
Forces are in eV/Å.

Kohn-Sham gap   7.39 eV
E_LUMO   -0.492 eV